245
Properties=species:S:1:pos:R:3:forces:R:3:lowdin_spin:R:1 method="wB97M-V/def2-TZVPD" total_charge=+1 lumo_ev="-3.64 / -6.48" spin_multiplicity=2 homo_lumo_gap_ev="5.982 / 3.144" mol_weight_da=1531.4 e_tot_ev=-236259.3290
Cu 2.640220 -1.442146 -5.332202 -1.2 -0.2 2.8 0.67
As -0.118880 -1.088696 -0.154312 0.8 0.8 0.3 0.00
F 0.229050 -2.596466 -1.030922 -0.3 0.9 -0.2 0.00
F -1.808680 -1.001546 -0.775042 1.9 -0.1 0.5 0.00
F -0.412420 0.435454 0.682788 0.4 -1.1 -0.2 0.00
F 1.631000 -1.144676 0.410158 -1.7 0.4 -0.6 0.00
F 0.407410 -0.113486 -1.532992 -0.2 -0.7 0.1 0.00
F -0.551760 -2.049476 1.192638 -0.2 0.3 0.0 0.00
C 0.020290 0.788894 -4.739642 0.8 0.8 0.2 0.00
O 1.019030 0.119634 -4.867552 4.9 -3.2 -0.9 0.03
N -1.055610 0.581344 -5.416212 -1.5 -0.5 -1.3 0.00
N 0.049380 1.847144 -3.942962 -0.9 0.1 0.0 0.00
H -1.006980 -0.031606 -6.217492 -0.3 0.1 0.5 0.00
H -1.841400 1.168414 -5.175402 -0.9 -0.4 -0.7 0.00
H -0.859230 2.284364 -4.001052 0.6 1.3 1.3 0.00
H 0.926590 2.065574 -3.492512 -0.8 0.3 0.2 0.00
C 3.892500 0.092334 -2.629902 -0.2 2.8 2.5 0.00
O 3.361720 -0.588226 -3.467532 -0.2 -2.2 -3.0 0.00
N 3.127320 0.735824 -1.703362 0.6 -0.5 -1.0 0.00
N 5.218280 0.398804 -2.521252 0.2 -0.2 0.1 0.00
H 3.583820 1.122364 -0.889542 -0.1 0.2 0.5 0.00
H 2.147160 0.495014 -1.665952 0.0 -0.2 0.1 0.00
H 5.431410 1.034284 -1.765712 0.4 -0.1 -0.3 0.00
H 5.942900 0.123464 -3.168712 -0.4 0.0 0.2 0.00
C 5.367670 -0.410096 1.263648 1.3 1.0 0.6 0.00
C 5.010880 1.018224 1.826638 -0.3 -0.5 -1.8 0.00
C 6.240990 1.925624 1.702598 0.0 -0.2 -0.1 0.00
O 6.053900 3.318374 2.011338 -1.1 -2.8 1.7 0.00
C 6.786920 4.160534 1.248048 0.2 2.2 -1.0 0.00
N 3.965130 1.509494 0.897998 -0.1 0.5 1.1 0.00
H 6.349310 -0.633936 1.681248 -0.1 -0.7 0.4 0.00
H 5.596180 -0.388776 0.198088 -0.4 0.4 -0.2 0.00
H 4.666930 -1.231886 1.410998 -0.2 0.4 0.4 0.00
H 4.695000 0.971394 2.868818 -0.1 0.0 -0.2 0.00
H 6.585960 1.868554 0.670208 0.1 -0.1 -0.3 0.00
H 7.001120 1.464484 2.333188 0.3 0.3 0.2 0.00
H 6.482750 5.168514 1.530108 -0.2 0.2 -0.1 0.00
H 6.491310 4.036964 0.206198 0.5 0.0 -0.4 0.00
H 7.866610 4.203564 1.391258 0.2 -0.8 0.0 0.00
H 3.125870 0.976054 1.074628 -0.3 -0.7 -0.1 0.00
H 3.661770 2.411524 1.236258 0.2 0.0 0.1 0.00
C 0.750600 -5.014366 -3.258222 1.1 0.9 0.7 0.02
C 0.819830 -3.807336 -4.303472 -2.9 -1.5 1.8 0.02
C -0.595180 -3.251296 -4.410642 -0.9 -0.4 -1.3 0.00
O -0.708380 -2.331566 -5.526692 -1.7 -1.0 -0.5 0.00
C -1.935970 -2.589296 -6.338972 1.2 -0.6 0.2 0.00
N 1.664320 -2.761966 -3.784422 1.5 -0.3 -1.3 0.20
H 1.746030 -5.334346 -2.950292 0.5 -0.3 -0.8 0.00
H 0.188630 -5.912756 -3.513542 -0.2 0.4 -0.4 0.00
H 0.475180 -4.659336 -2.265142 -1.0 0.3 -0.1 0.00
H 1.056410 -4.300556 -5.246272 0.7 0.8 -0.3 0.00
H -1.028780 -2.827436 -3.504862 0.7 0.6 0.4 0.00
H -1.257050 -4.109536 -4.526622 -0.1 -0.2 -0.6 0.00
H -1.815430 -3.476556 -6.960532 0.5 -0.3 0.1 0.00
H -2.111970 -1.801506 -7.071442 0.2 0.4 0.5 0.00
H -2.836520 -2.812166 -5.766752 0.1 0.6 0.5 0.00
H 2.395530 -3.233856 -3.271822 1.4 -0.1 -0.6 0.00
H 1.293540 -2.355056 -2.937632 -1.3 1.3 -0.2 0.01
C 5.401580 -4.924366 -6.036902 -0.5 0.1 1.4 0.00
C 4.473030 -4.059316 -5.168622 -0.3 -0.9 1.2 0.00
C 4.964520 -3.887536 -3.680792 -1.2 -0.3 -0.9 0.00
O 3.918500 -3.520696 -2.700102 2.3 -0.8 -1.9 0.00
C 4.501310 -3.327876 -1.451472 0.2 0.5 2.2 0.00
N 4.364310 -2.779036 -5.866482 -1.2 1.5 0.1 0.04
H 5.541320 -5.900626 -5.572682 0.1 0.0 -0.2 0.00
H 6.355760 -4.400276 -6.091352 0.1 -0.3 -0.6 0.00
H 4.851630 -5.049916 -6.969582 0.6 -0.1 -0.3 0.00
H 3.501950 -4.554046 -5.187132 -0.2 0.2 0.2 0.00
H 5.772750 -3.158826 -3.742892 0.1 0.3 0.6 0.00
H 5.387120 -4.852446 -3.400682 0.0 0.0 0.3 0.00
H 5.091150 -4.143776 -1.033742 0.0 -0.6 -0.6 0.00
H 3.731400 -3.149386 -0.700812 -0.4 0.0 -0.3 0.00
H 5.160520 -2.464916 -1.357452 0.1 0.4 -0.7 0.00
H 4.408870 -2.973756 -6.856532 -0.5 -0.1 -0.4 0.00
H 5.246960 -2.304986 -5.738762 0.2 0.6 0.4 0.00
C -4.513950 7.963694 2.712958 1.2 -0.6 0.3 0.00
C -3.352710 7.434934 1.825988 0.3 0.3 1.0 0.00
C -2.329330 6.619394 2.711158 -1.4 -1.4 -0.4 0.00
O -1.353860 5.954104 1.906728 -1.0 0.8 -0.3 0.00
C -0.439340 5.157814 2.610558 0.5 0.5 -0.5 0.00
N -3.896580 6.661804 0.709228 0.7 -0.2 0.5 0.00
H -4.065090 8.691864 3.388538 -0.4 0.4 -0.1 0.00
H -4.862940 7.166384 3.369168 -0.1 -0.3 0.0 0.00
H -5.389230 8.323664 2.172218 0.4 0.3 -0.2 0.00
H -2.767940 8.273464 1.447828 -0.2 0.2 -0.4 0.00
H -2.943640 5.833764 3.151068 -0.4 -0.5 0.2 0.00
H -1.933560 7.075514 3.618578 0.5 0.9 -0.4 0.00
H 0.166730 5.851664 3.193098 0.3 -0.4 0.5 0.00
H 0.188170 4.703924 1.843548 0.1 -0.1 0.2 0.00
H -0.861590 4.358104 3.219058 -0.3 0.1 0.1 0.00
H -4.565500 6.010134 1.093888 -0.5 -0.1 0.1 0.00
H -3.142950 6.039454 0.454628 0.3 -0.1 -0.6 0.00
C 3.679010 -0.088386 4.802938 0.1 -1.7 -0.9 0.00
C 2.783230 1.081954 4.987338 -1.3 1.2 0.5 0.00
C 1.209140 0.964434 4.654758 2.0 0.7 0.1 0.00
O 0.601430 2.261314 4.823688 0.5 -0.6 -0.3 0.00
C -0.763010 2.224324 5.211578 0.3 -1.1 0.6 0.00
N 2.966170 1.424754 6.395188 -0.7 0.6 0.5 0.00
H 3.501180 -0.621796 3.869158 0.0 -0.2 -0.2 0.00
H 3.592940 -0.812646 5.612968 -0.5 0.0 0.1 0.00
H 4.741160 0.154124 4.836368 0.0 0.5 -0.1 0.00
H 3.097600 1.931154 4.380598 0.1 0.0 -0.3 0.00
H 0.759410 0.237054 5.330598 -0.2 -0.2 -0.1 0.00
H 1.185070 0.674264 3.604368 -0.6 -0.3 -0.1 0.00
H -1.271490 3.139524 4.908338 0.1 -0.2 0.1 0.00
H -0.819620 2.023944 6.281508 0.0 0.8 0.5 0.00
H -1.276000 1.322024 4.878728 -0.1 0.1 -1.0 0.00
H 2.024240 1.429894 6.759658 0.0 0.1 0.7 0.00
H 3.269600 2.382374 6.500068 0.1 0.1 0.0 0.00
C 3.459280 7.965744 -4.941482 -1.5 0.9 0.1 0.00
C 4.606020 7.200394 -4.352312 0.3 -0.6 1.0 0.00
C 4.246050 5.656964 -4.234752 -0.4 1.0 0.1 0.00
O 3.112250 5.384864 -3.357002 0.1 0.6 -1.0 0.00
C 2.735510 4.012534 -3.345582 1.4 0.2 0.5 0.00
N 5.796970 7.533934 -5.169102 -0.2 -0.4 -0.7 0.00
H 3.017810 7.554174 -5.849132 0.4 -0.4 -0.1 0.00
H 3.663220 9.010264 -5.177002 0.8 0.0 -0.1 0.00
H 2.618220 8.120184 -4.265562 0.0 -0.6 0.4 0.00
H 4.915450 7.650754 -3.409162 -1.0 -0.6 0.8 0.00
H 5.073610 5.033324 -3.896632 0.3 0.1 0.0 0.00
H 4.002780 5.418734 -5.270202 -0.2 -0.6 -0.1 0.00
H 1.811710 3.821824 -2.799382 -0.2 0.7 -0.2 0.00
H 3.498250 3.490134 -2.768172 0.2 -0.4 0.1 0.00
H 2.728500 3.536684 -4.326202 -0.3 0.2 -0.3 0.00
H 6.657110 7.087474 -4.884612 -0.1 -0.5 0.3 0.00
H 5.928520 8.489244 -4.868802 0.3 0.4 -0.6 0.00
C -3.288230 1.909644 1.497388 0.8 1.6 0.8 0.00
C -3.773180 2.496234 0.179458 1.0 0.8 0.7 0.00
C -2.554580 2.670864 -0.830912 -1.4 0.2 0.7 0.00
O -3.030530 3.092074 -2.080422 -0.5 0.8 -2.4 0.00
C -3.347630 4.487574 -2.274552 -0.3 -0.1 1.1 0.00
N -4.819890 1.668744 -0.359922 0.7 0.3 0.0 0.00
H -2.590610 1.073364 1.451898 -0.3 -0.2 -0.3 0.00
H -4.061030 1.767224 2.252768 -0.4 -0.5 -0.4 0.00
H -2.730710 2.718794 1.969138 0.5 0.1 0.2 0.00
H -4.232010 3.465144 0.376358 0.4 0.5 0.1 0.00
H -2.163020 1.662004 -0.961242 0.3 0.0 -0.2 0.00
H -1.751920 3.374214 -0.609262 0.1 -0.1 1.1 0.00
H -3.546930 4.817464 -3.294132 0.2 -1.1 -0.4 0.00
H -2.571160 5.175844 -1.940682 0.4 -0.2 0.4 0.00
H -4.259070 4.753054 -1.738922 -0.1 -0.1 0.3 0.00
H -4.541840 1.600824 -1.328522 -1.0 -0.8 -0.3 0.00
H -4.659190 0.809904 0.146708 -0.5 -0.8 -0.8 0.00
C -5.434090 -1.119236 -4.419452 1.0 1.1 0.1 0.00
C -4.275680 -0.092816 -4.234792 -0.5 -1.1 0.2 0.00
C -4.478390 1.152034 -5.103132 -0.5 -1.6 0.8 0.00
O -3.279270 1.853784 -5.072992 0.2 1.4 -0.7 0.00
C -3.277470 3.049564 -5.817302 0.7 1.3 0.2 0.00
N -4.231760 0.226964 -2.793692 0.1 -0.3 -0.7 0.00
H -6.295880 -0.553336 -4.065632 -0.5 -0.7 -0.1 0.00
H -5.211380 -1.998776 -3.815372 -0.3 0.2 0.3 0.00
H -5.514740 -1.463396 -5.450542 -0.2 0.3 -0.1 0.00
H -3.347060 -0.635526 -4.411552 0.3 0.3 -1.0 0.00
H -5.308830 1.700524 -4.658572 0.0 0.4 0.1 0.00
H -4.765420 0.901344 -6.124332 0.1 -0.2 -0.2 0.00
H -4.041540 3.743524 -5.466962 -0.1 -0.1 0.0 0.00
H -3.290680 3.043984 -6.907212 -0.7 -1.1 -0.3 0.00
H -2.309400 3.534104 -5.690192 0.1 0.0 0.7 0.00
H -3.329300 0.619224 -2.566082 0.3 0.8 -0.3 0.00
H -4.087450 -0.689556 -2.394602 -0.6 -0.5 0.6 0.00
C 1.886070 -3.917556 4.158668 -1.5 0.4 -1.3 0.00
C 2.277260 -4.886936 5.235068 0.7 -2.4 -2.6 0.00
C 3.116350 -6.116776 4.579818 -1.4 0.0 0.9 0.00
O 2.301250 -7.259446 4.220078 0.3 0.2 0.3 0.00
C 3.060690 -8.344226 3.676628 0.1 0.4 0.1 0.00
N 3.226640 -4.209756 6.038668 0.2 -0.5 1.8 0.00
H 2.773870 -3.503166 3.680968 0.1 0.1 0.0 0.00
H 1.261120 -3.094696 4.505738 0.3 0.3 0.6 0.00
H 1.240560 -4.266846 3.352808 0.1 -0.7 -0.2 0.00
H 1.425240 -5.350086 5.732708 0.1 0.3 0.4 0.00
H 3.822840 -6.436726 5.345718 0.2 0.0 0.0 0.00
H 3.655440 -5.716736 3.721068 0.1 -0.1 -0.3 0.00
H 3.266740 -8.091186 2.636628 0.4 -0.3 -0.1 0.00
H 2.597470 -9.328766 3.741508 -1.1 0.5 -0.2 0.00
H 3.958130 -8.599696 4.240048 0.6 0.8 0.1 0.00
H 2.755480 -3.404006 6.424518 0.6 0.5 0.0 0.00
H 3.988490 -3.980986 5.416298 0.2 0.7 0.4 0.00
C -8.546850 -1.559946 0.849728 0.5 0.7 0.4 0.00
C -7.009020 -1.443606 0.349408 -3.3 1.3 -1.6 0.00
C -6.050560 -1.609706 1.438088 1.4 -1.5 0.5 0.00
O -4.664860 -1.416536 0.927508 -2.2 -0.1 0.8 0.00
C -3.705820 -1.780476 1.881918 0.2 1.8 1.5 0.00
N -6.874400 -2.394746 -0.743012 0.1 -0.5 -0.1 0.00
H -8.865880 -0.797576 1.560448 0.7 0.2 0.5 0.00
H -8.822560 -2.503246 1.321178 0.6 -0.3 0.0 0.00
H -9.346100 -1.419046 0.122098 0.8 -0.1 -0.9 0.00
H -6.846410 -0.461126 -0.093762 -0.4 0.3 0.0 0.00
H -6.247940 -2.657176 1.665988 0.9 -0.5 0.6 0.00
H -6.249520 -1.085606 2.372878 0.2 0.6 -0.2 0.00
H -2.715810 -1.396806 1.635418 0.0 -0.9 -0.9 0.00
H -3.765630 -2.793236 2.280468 0.1 -0.2 -0.5 0.00
H -3.860940 -1.080086 2.702578 -0.4 -0.3 0.9 0.00
H -6.106570 -2.179706 -1.362942 -0.1 0.6 -0.2 0.00
H -6.555240 -3.278036 -0.371482 -0.3 -0.2 0.4 0.00
C -2.621700 -4.528546 -0.232912 -0.3 1.5 0.1 0.00
C -3.751680 -4.051256 -1.251942 0.7 -1.6 0.9 0.00
C -4.998770 -4.918046 -1.061162 0.8 1.4 0.5 0.00
O -5.422400 -4.902436 0.330988 -0.2 -0.8 -2.9 0.00
C -6.644210 -5.741846 0.374728 2.1 1.8 1.5 0.00
N -4.051250 -2.611266 -1.338652 1.2 -0.6 -0.4 0.00
H -2.973880 -4.632646 0.793358 -0.4 0.0 -0.1 0.00
H -1.891570 -3.721426 -0.173202 0.2 0.0 -0.1 0.00
H -2.052610 -5.431436 -0.454332 -0.4 -0.2 -0.5 0.00
H -3.377920 -4.378846 -2.222032 0.1 0.2 -0.4 0.00
H -4.824940 -5.936686 -1.407952 0.2 -0.2 0.2 0.00
H -5.705180 -4.465846 -1.757282 -0.8 -0.2 0.2 0.00
H -7.429310 -4.990276 0.291998 -0.7 -0.8 0.0 0.00
H -6.411410 -6.074186 1.386388 -1.5 -0.8 0.0 0.00
H -6.627570 -6.519436 -0.388942 -0.2 0.1 0.2 0.00
H -4.457270 -2.185946 -0.517462 -0.8 -0.8 0.5 0.00
H -3.178510 -2.124066 -1.193552 0.6 -0.2 -0.8 0.00
C -4.097780 -8.254446 7.707538 -0.1 0.3 -1.2 0.00
C -2.719840 -7.562266 7.529868 -1.2 0.5 -0.3 0.00
C -2.616920 -6.369356 6.507508 0.7 -1.0 -0.3 0.00
O -2.621090 -6.831836 5.109068 -0.6 1.1 1.0 0.00
C -2.737260 -5.756346 4.179468 -0.5 0.1 -0.6 0.00
N -2.477300 -7.015196 8.856148 1.2 0.4 0.5 0.00
H -3.959820 -9.090396 8.393298 -0.2 0.1 0.1 0.00
H -4.655420 -8.608166 6.840348 0.5 -0.2 -0.4 0.00
H -4.766410 -7.493666 8.110338 -0.1 -0.1 0.4 0.00
H -1.949990 -8.306746 7.326928 0.1 0.2 -0.2 0.00
H -1.694290 -5.815786 6.681918 0.5 -0.4 0.1 0.00
H -3.329840 -5.587326 6.768788 -1.0 -0.2 -0.5 0.00
H -3.135150 -6.051176 3.208458 -0.1 -1.0 0.1 0.00
H -1.815680 -5.271616 3.857248 0.5 0.1 0.8 0.00
H -3.470730 -5.001686 4.463368 0.1 0.2 0.6 0.00
H -2.348670 -7.781826 9.501008 0.3 -0.1 0.1 0.00
H -3.293440 -6.547746 9.224278 -0.2 0.2 -0.2 0.00
C 2.141060 5.985894 -0.112182 -0.9 -0.3 0.7 0.00
C 3.387680 5.622554 0.701578 -1.0 4.5 -0.4 0.00
C 3.764080 6.815404 1.661128 1.6 0.3 -0.5 0.00
O 3.956060 8.114784 1.006918 -1.4 -1.7 0.2 0.00
C 4.158050 9.163784 1.929298 0.9 -0.7 0.0 0.00
N 3.297080 4.407584 1.421938 -0.5 0.1 0.0 0.00
H 2.342020 6.821104 -0.783112 0.1 -0.6 -0.4 0.00
H 1.249640 6.302944 0.429078 0.3 0.3 0.9 0.00
H 1.727430 5.072074 -0.538712 0.4 0.0 -1.0 0.00
H 4.141430 5.630874 -0.085752 0.7 -0.2 0.1 0.00
H 4.748740 6.549014 2.045308 0.6 -0.1 0.1 0.00
H 3.217280 6.919014 2.598348 -1.0 -0.1 -0.4 0.00
H 3.514710 9.135284 2.808728 -0.8 0.2 -0.3 0.00
H 4.125930 10.083894 1.345798 -0.1 0.0 0.4 0.00
H 5.139930 9.009324 2.376688 0.5 0.4 0.0 0.00
H 4.179990 4.313054 1.903218 0.2 -0.7 0.1 0.00
H 3.256030 3.772344 0.637788 0.1 -0.5 0.3 0.00